Run A
Molecular formula: C2H6O3S2
Method: DFT, ωB97M-V/def2-TZVPD

E_HOMO (spin up / spin down) = -9.627 / -9.626 eV

Geometry as ORCA input:
```
! RIJCOSX wB97M-V def2-TZVPD def2/J DEFGRID3
* xyz 0 1
C 0.215 -2.512 -0.557
C 2.964 0.679 0.530
O 1.141 -1.571 2.133
O -1.037 -0.421 2.324
O -0.605 -1.865 0.421
S 1.281 0.898 -0.051
S 0.027 -0.874 1.537
H 0.764 -3.447 -0.243
H 0.955 -1.820 -0.901
H -0.430 -2.604 -1.343
H 3.287 1.387 1.186
H 3.569 0.652 -0.416
H 3.001 -0.376 0.901
*
```

***

Run B
Molecular formula: C2H6O3S2
Method: DFT, ωB97M-V/def2-TZVPD

E_HOMO = -9.388 eV

Geometry as ORCA input:
```
! RIJCOSX wB97M-V def2-TZVPD def2/J DEFGRID3
* xyz 0 1
C -1.312 0.637 -0.803
C 1.965 1.231 0.596
O 0.819 0.458 0.928
O -0.720 -3.200 1.523
O -0.997 -3.084 -0.840
S 0.055 -0.455 -0.246
S -1.359 -2.501 0.426
H -1.826 1.385 -0.198
H -2.121 -0.011 -1.309
H -0.870 1.181 -1.710
H 2.619 0.931 1.439
H 2.114 1.101 -0.432
H 1.633 2.327 0.627
*
```

***

Sorted by energy, starting with the most stable: run B, run A.

***

Run A
Molecular formula: H13O7
Method: DFT, ωB97M-V/def2-TZVPD

E_HOMO = -6.029 eV

Geometry as ORCA input:
```
! RIJCOSX wB97M-V def2-TZVPD def2/J DEFGRID3
* xyz -1 1
O 0.127 -0.370 -0.083
H -0.032 -0.301 0.878
O 0.567 2.302 0.661
H 0.838 2.682 -0.174
H 0.112 1.495 0.422
O -2.039 0.740 2.652
H -2.835 0.865 2.134
H -1.527 0.104 2.153
O -2.149 -1.284 -0.809
H -2.747 -0.790 -0.248
H -1.277 -0.973 -0.563
O -0.804 1.189 -2.206
H -0.579 0.700 -1.414
H -0.158 1.895 -2.243
O 2.678 -0.793 -0.907
H 2.841 -0.515 -1.808
H 1.797 -0.472 -0.713
O 1.608 -2.478 0.945
H 2.477 -2.306 0.583
H 1.102 -1.692 0.740
*
```

***

Run B
Molecular formula: H13O7
Method: DFT, ωB97M-V/def2-TZVPD

E_HOMO = -6.251 eV

Geometry as ORCA input:
```
! RIJCOSX wB97M-V def2-TZVPD def2/J DEFGRID3
* xyz -1 1
O -0.096 0.113 0.196
H -0.708 -0.246 -0.424
O 1.328 -1.240 -0.994
H 1.628 -1.931 -0.519
H 0.852 -0.701 -0.349
O 1.683 1.933 1.326
H 1.374 1.131 0.932
H 1.505 2.637 0.713
O -0.141 1.737 -1.805
H 0.463 2.219 -1.306
H -0.193 1.168 -1.075
O -0.258 -1.451 2.339
H -1.198 -1.569 2.312
H 0.020 -0.904 1.555
O -0.536 -2.658 -2.451
H -0.528 -2.290 -3.310
H -0.084 -2.072 -1.828
O -1.920 1.592 1.389
H -1.352 1.027 0.973
H -1.838 1.505 2.326
*
```

***

Sorted by energy, starting with the most stable: run A, run B.